{"formula": "C3H3NO", "method": "wB97M-V/def2-TZVPD", "total_charge": 0, "e_homo_ev": -11.284, "relative_energy_ev": 0.310, "lumo_energy_ev": -0.31, "e_tot_ev": -6696.182, "fmax_ev_per_a": 1.328, "symbols": ["O", "N", "C", "C", "C", "H", "H", "H"], "xyz": [[-1.621, -0.001, -0.935], [-0.991, 0.437, 2.352], [-0.662, 0.124, -0.212], [0.763, -0.214, -0.548], [-0.852, 0.512, 1.206], [1.381, 0.650, -0.292], [1.131, -1.062, 0.050], [0.845, -0.442, -1.611]], "atomic_forces_ev_per_a": [[0.75, 0.27, 0.39], [0.15, 0.45, -0.92], [-0.45, -0.50, -0.44], [0.06, 0.12, -0.18], [-0.28, -0.55, 1.18], [0.07, -0.08, -0.06], [-0.29, 0.27, -0.10], [-0.01, 0.01, 0.13]]}

{"formula": "C31H22F6N8O4PtS2", "method": "wB97M-V/def2-TZVPD", "total_charge": 2, "e_homo_ev": -12.433, "relative_energy_ev": 0.000, "lumo_energy_ev": -7.51, "e_tot_ev": -93818.573, "fmax_ev_per_a": 1.962, "symbols": ["Pt", "S", "S", "F", "F", "F", "F", "F", "F", "O", "O", "O", "O", "N", "N", "N", "N", "N", "N", "N", "N", "C", "C", "C", "C", "C", "C", "C", "C", "C", "C", "C", "C", "C", "C", "C", "C", "C", "C", "C", "C", "C", "C", "C", "C", "C", "C", "C", "C", "C", "C", "C", "H", "H", "H", "H", "H", "H", "H", "H", "H", "H", "H", "H", "H", "H", "H", "H", "H", "H", "H", "H", "H", "H"], "xyz": [[-1.691, -0.943, -0.348], [1.981, 0.761, 2.450], [-0.049, -1.178, 2.750], [-1.823, -0.224, 4.397], [-0.094, 2.298, 2.031], [1.836, 3.219, 1.672], [-2.057, -2.327, 3.943], [-0.485, -1.683, 5.279], [1.148, 2.903, 3.704], [-1.008, -0.885, 1.665], [3.177, 0.873, 3.197], [1.977, 0.328, 1.084], [2.548, -2.252, 3.244], [-4.211, -2.118, -0.692], [1.704, 4.877, -2.202], [3.362, 3.508, -2.809], [-0.371, 0.505, -0.870], [-0.784, -3.611, 0.675], [-3.172, -2.261, -0.011], [0.838, -0.069, 3.292], [-2.851, -0.641, -1.924], [-4.077, -1.188, -1.730], [0.127, 2.822, -1.074], [-4.927, -0.110, -3.668], [1.290, 2.531, -1.796], [-3.189, -3.321, 0.941], [1.713, -3.367, 3.508], [2.112, 3.637, -2.260], [0.324, -3.493, 1.343], [5.047, 6.632, -3.836], [-2.062, -5.055, 2.153], [2.929, -3.489, 2.660], [-3.275, -5.469, 2.674], [0.389, -3.325, 2.831], [4.971, 5.268, -3.670], [-4.408, -3.740, 1.466], [-5.137, -0.940, -2.573], [-1.984, -3.948, 1.302], [2.768, -3.595, 1.199], [-2.645, 0.137, -2.987], [-4.450, -4.801, 2.348], [1.584, -3.510, 0.601], [3.789, 4.782, -3.112], [2.732, 5.623, -2.732], [-3.666, 0.416, -3.884], [-1.195, -1.358, 4.226], [3.992, 7.492, -3.464], [1.161, 2.419, 2.481], [2.831, 7.008, -2.913], [0.745, 0.212, -1.553], [-0.669, 1.798, -0.634], [1.587, 1.188, -2.033], [-0.455, -3.696, 3.400], [-6.092, -1.403, -2.369], [1.731, -3.732, 4.528], [-3.306, -6.332, 3.325], [4.109, 8.556, -3.619], [-1.566, 1.988, -0.060], [-3.457, 1.043, -4.739], [5.784, 4.616, -3.958], [-5.739, 0.111, -4.348], [-1.169, -5.636, 2.345], [2.466, 0.885, -2.584], [5.943, 7.061, -4.266], [-0.127, 3.851, -0.868], [-5.311, -3.216, 1.184], [2.019, 7.660, -2.623], [3.913, 2.672, -2.882], [1.487, -3.628, -0.471], [3.659, -3.786, 0.615], [0.958, -0.837, -1.704], [-5.395, -5.120, 2.765], [-1.650, 0.538, -3.111], [3.814, -3.931, 3.101]], "atomic_forces_ev_per_a": [[-0.12, 0.25, 0.13], [0.12, -0.16, 0.05], [-0.78, -0.66, 1.55], [-0.18, 0.17, 0.13], [0.01, 0.03, 0.16], [0.01, 0.03, 0.00], [-0.24, 0.01, 0.05], [0.11, -0.11, 0.20], [-0.04, -0.01, -0.04], [0.25, -0.33, -0.40], [-0.14, -0.06, 0.02], [-0.06, -0.06, -0.18], [0.19, -0.02, -0.01], [0.11, -0.08, -0.11], [0.00, 0.01, 0.02], [-0.02, 0.03, 0.00], [-0.02, -0.02, -0.02], [0.96, 0.01, 0.46], [0.03, -0.19, 0.03], [0.10, -0.19, -0.13], [-0.02, -0.07, 0.01], [0.03, -0.06, 0.00], [0.00, -0.01, -0.04], [-0.01, 0.00, 0.00], [-0.01, 0.02, 0.00], [-0.03, 0.16, 0.07], [0.21, -0.12, -0.05], [0.00, -0.02, 0.01], [-0.64, -0.63, -0.40], [0.01, 0.00, 0.00], [-0.07, 0.05, -0.13], [-0.03, -0.14, 0.21], [-0.02, -0.02, 0.01], [0.37, 1.61, -1.06], [0.01, 0.00, 0.00], [-0.05, -0.04, 0.14], [-0.01, -0.01, -0.01], [-0.19, 0.02, 0.01], [0.17, -0.07, -0.02], [0.02, 0.03, -0.02], [-0.04, 0.04, -0.03], [-0.29, -0.04, -0.17], [0.01, -0.01, -0.01], [-0.01, 0.01, 0.00], [0.02, -0.01, -0.01], [0.13, 0.38, -0.37], [-0.01, 0.01, 0.00], [0.04, -0.04, 0.05], [0.00, 0.01, 0.00], [0.09, 0.00, -0.01], [-0.01, 0.00, -0.02], [0.02, -0.03, 0.02], [0.02, 0.17, -0.09], [0.01, -0.01, 0.00], [-0.04, 0.06, 0.01], [-0.01, 0.01, 0.01], [0.00, -0.01, 0.00], [-0.02, 0.00, -0.05], [0.00, 0.00, 0.01], [-0.01, 0.00, 0.00], [0.01, -0.01, 0.00], [0.05, 0.01, 0.00], [-0.01, 0.00, 0.00], [0.00, 0.00, 0.00], [0.00, 0.00, 0.00], [0.01, -0.02, 0.02], [0.00, 0.00, 0.00], [0.02, -0.03, -0.01], [-0.01, 0.07, 0.01], [0.00, 0.09, -0.01], [-0.01, -0.01, -0.03], [0.00, 0.00, 0.00], [-0.01, 0.02, 0.00], [-0.01, -0.01, 0.01]]}

{"formula": "C22H41AuBGeN2O3", "method": "wB97M-V/def2-TZVPD", "total_charge": 3, "e_homo_ev": [-18.265, -18.322], "multiplicity": 3, "lumo_energy_ev": [-10.41, -14.27], "e_tot_ev": -93458.807, "fmax_ev_per_a": 1.038, "symbols": ["Au", "Ge", "O", "O", "O", "N", "N", "C", "C", "C", "C", "C", "C", "C", "C", "C", "C", "C", "C", "C", "C", "C", "C", "C", "C", "C", "C", "C", "C", "B", "H", "H", "H", "H", "H", "H", "H", "H", "H", "H", "H", "H", "H", "H", "H", "H", "H", "H", "H", "H", "H", "H", "H", "H", "H", "H", "H", "H", "H", "H", "H", "H", "H", "H", "H", "H", "H", "H", "H", "H", "H"], "xyz": [[-0.083, 0.265, 0.172], [-0.163, 2.907, -0.301], [-2.897, 0.892, 0.849], [2.117, 0.295, 0.153], [-2.716, -0.688, -0.841], [-0.052, -0.369, 2.559], [2.873, -0.191, 2.221], [-4.534, -0.590, 1.828], [-4.925, -1.727, -0.787], [-0.526, -0.502, 5.386], [2.150, 5.161, 0.730], [2.501, 6.630, 0.943], [-1.625, 5.781, 0.224], [0.566, 0.157, 4.874], [-4.547, 0.455, -1.926], [-5.255, 1.504, 0.684], [-1.089, -1.018, 3.052], [-4.297, 0.340, 0.655], [1.927, 4.840, -0.744], [0.808, 0.187, 3.439], [1.561, 3.366, -1.032], [-1.360, -1.134, 4.477], [-1.770, 4.548, -2.002], [-2.450, 5.488, -1.022], [2.059, 0.807, 2.891], [3.972, -1.220, 0.314], [-4.198, -0.404, -0.733], [-1.659, 3.072, -1.540], [2.915, -0.332, 0.879], [-2.154, 0.165, -0.001], [-5.221, 1.987, 1.660], [1.256, 4.915, 1.317], [-5.613, 0.681, -1.929], [3.847, -1.298, -0.761], [1.184, 5.518, -1.167], [1.487, 3.165, -2.103], [-5.988, -1.570, -0.595], [2.635, 1.289, 3.678], [-1.411, 2.431, -2.388], [-3.877, -1.463, 1.792], [2.551, 6.878, 2.002], [-0.794, 4.945, -2.298], [-1.480, 4.879, 0.834], [-4.543, -2.448, -0.069], [-4.315, -0.088, -2.840], [2.318, 2.693, -0.627], [-2.570, 2.705, -1.073], [1.776, 1.577, 2.166], [3.470, 6.866, 0.502], [-5.559, -0.956, 1.834], [-0.718, -0.542, 6.451], [-0.351, 3.133, 1.208], [-3.998, 1.396, -1.936], [2.958, 4.528, 1.113], [-2.641, 6.424, -1.549], [4.959, -0.809, 0.535], [3.528, -0.726, 2.775], [-4.827, -2.155, -1.783], [-1.770, -1.478, 2.346], [3.917, -2.213, 0.766], [-3.428, 5.089, -0.742], [-4.371, -0.040, 2.757], [-6.274, 1.148, 0.524], [2.847, 5.038, -1.299], [-5.028, 2.244, -0.080], [-2.121, 6.499, 0.875], [-0.646, 6.194, -0.031], [-2.348, 4.489, -2.929], [1.760, 7.283, 0.479], [1.278, 0.646, 5.528], [-2.222, -1.707, 4.799]], "atomic_forces_ev_per_a": [[0.18, -0.24, 0.01], [-0.24, 1.00, -0.16], [-0.05, -0.17, -0.09], [0.08, -0.13, 0.07], [0.10, -0.10, -0.06], [0.01, 0.01, 0.22], [-0.10, -0.11, -0.02], [0.08, 0.00, 0.04], [0.02, -0.03, -0.05], [-0.04, -0.03, -0.04], [0.01, 0.01, -0.02], [0.04, -0.04, 0.00], [0.00, -0.03, -0.07], [0.12, 0.04, -0.33], [0.01, 0.03, -0.05], [0.01, 0.05, 0.02], [-0.06, -0.02, 0.29], [0.03, -0.01, -0.05], [0.15, -0.04, -0.02], [-0.14, -0.08, 0.27], [0.04, -0.14, -0.03], [0.04, -0.01, -0.30], [-0.11, -0.06, -0.24], [0.03, -0.02, 0.07], [0.05, 0.02, -0.04], [0.01, 0.01, 0.01], [-0.04, 0.02, 0.10], [0.18, -0.32, 0.27], [0.06, 0.08, -0.02], [-0.29, 0.26, 0.22], [-0.02, -0.01, 0.00], [-0.04, 0.03, -0.02], [0.00, 0.00, -0.01], [0.00, -0.01, 0.00], [-0.05, -0.03, 0.00], [0.07, 0.05, -0.02], [0.00, 0.00, -0.01], [0.01, -0.02, 0.03], [-0.06, 0.01, -0.04], [-0.03, 0.00, 0.00], [0.01, 0.00, 0.00], [0.03, -0.02, 0.01], [-0.03, 0.02, 0.02], [-0.01, 0.01, 0.02], [0.00, 0.00, 0.01], [0.04, 0.05, 0.01], [-0.07, 0.14, 0.00], [0.02, 0.02, -0.01], [-0.01, 0.00, -0.03], [0.00, -0.01, -0.01], [0.01, -0.01, 0.00], [-0.02, -0.39, 0.09], [-0.03, 0.00, 0.01], [-0.01, 0.00, 0.01], [-0.01, 0.02, 0.01], [-0.01, 0.00, -0.01], [0.07, 0.07, 0.00], [-0.01, -0.01, 0.00], [-0.03, 0.02, 0.04], [0.01, 0.00, 0.00], [0.00, 0.00, -0.01], [-0.03, 0.00, -0.02], [0.01, 0.00, -0.01], [0.01, 0.03, 0.01], [0.00, 0.00, 0.00], [0.01, 0.00, 0.01], [-0.01, 0.01, 0.01], [0.00, 0.08, 0.00], [-0.02, -0.01, 0.03], [0.01, 0.02, -0.05], [-0.01, 0.00, -0.05]]}

{"formula": "C4H5NO", "method": "wB97M-V/def2-TZVPD", "total_charge": 0, "e_homo_ev": -7.236, "relative_energy_ev": 3.735, "lumo_energy_ev": 0.18, "e_tot_ev": -7762.792, "fmax_ev_per_a": 0.626, "symbols": ["O", "N", "C", "C", "C", "C", "H", "H", "H", "H", "H"], "xyz": [[1.906, -0.308, 0.614], [0.041, -1.068, -0.504], [-1.397, 0.816, -0.494], [-0.318, 0.892, 0.594], [0.618, -0.244, 0.314], [-1.133, -0.370, -1.077], [-1.531, -0.867, -1.954], [0.184, 1.863, 0.693], [0.318, -2.028, -0.673], [2.112, 0.585, 0.906], [-0.801, 0.728, 1.581]], "atomic_forces_ev_per_a": [[-0.23, -0.27, 0.33], [0.09, 0.21, 0.28], [0.16, -0.46, -0.04], [0.05, 0.18, -0.11], [-0.39, 0.28, -0.35], [-0.55, 0.06, 0.03], [-0.21, 0.00, 0.27], [0.04, -0.15, -0.16], [0.36, 0.30, -0.28], [0.46, 0.00, 0.43], [0.22, -0.15, -0.39]]}